[1]
Here is a molecular structure, C15H40BaF3N2O11S at a distorted geometry from the Open Molecules 2025 dataset. Energies are from wB97M-V/def2-TZVPD.

The HOMO energy comes out at -11.47 eV. Its net charge is +1. As for the calculated total energy: -2255.84340 Eh. The value obtained for the orbital gap is 8.6 eV.

Last column: Mulliken charge in e.
Element x y z (Å)
Ba 0.06 0.30 -0.76  0.78
C -2.31 3.09 2.68  0.56
F -2.78 4.19 3.24  -0.21
F -1.79 2.32 3.63  -0.21
F -3.30 2.45 2.07  -0.23
S -0.97 3.55 1.41  0.94
O -0.88 2.29 0.64  -0.37
O -1.50 4.66 0.65  -0.71
O 0.21 3.90 2.20  -0.67
C -3.02 -3.40 -0.90  -1.61
C -2.37 -2.05 -1.12  1.26
C -3.35 -0.90 -1.41  -1.22
O -2.66 0.34 -1.46  0.35
C -3.56 1.45 -1.33  -1.15
N -1.58 -1.70 0.09  -0.23
H -2.42 -4.29 -1.02  0.35
H -3.79 -3.52 -1.68  0.47
H -3.57 -3.41 0.04  0.37
H -1.70 -2.01 -1.98  -0.28
H -4.04 -0.93 -0.55  0.44
H -3.86 -1.03 -2.36  0.37
H -3.05 2.41 -1.43  0.30
H -3.89 1.39 -0.28  0.35
H -4.40 1.39 -2.03  0.32
H -1.06 -2.53 0.40  0.01
H -2.18 -1.52 0.90  0.22
C 0.14 -1.33 3.79  -1.59
C 0.47 -0.16 2.86  1.17
C 1.28 0.95 3.53  -0.65
O 2.58 0.52 3.82  -0.39
C 3.51 1.55 3.97  -0.74
N 1.16 -0.65 1.65  -0.04
H 1.02 -1.70 4.32  0.34
H -0.30 -2.15 3.22  0.36
H -0.63 -1.04 4.51  0.42
H -0.50 0.26 2.57  -0.29
H 0.74 1.40 4.36  0.49
H 1.34 1.77 2.79  0.15
H 3.26 2.28 4.75  0.33
H 3.62 2.15 3.06  0.21
H 4.48 1.13 4.23  0.30
H 2.17 -0.74 1.79  0.25
H 0.80 -1.60 1.57  -0.09
C 1.34 -3.53 -1.26  -0.53
C 1.41 -4.41 -0.04  -0.61
O 0.32 -4.07 0.84  -0.41
O 1.43 -2.14 -0.88  -0.06
H 0.35 -3.69 -1.69  0.20
H 2.10 -3.75 -2.00  0.40
H 2.38 -4.35 0.47  0.25
H 1.21 -5.45 -0.32  0.51
H 0.12 -4.85 1.36  0.27
H 2.26 -2.09 -0.37  0.12
C 3.14 1.31 -2.25  -0.65
C 3.30 1.98 -0.87  -0.59
O 2.06 2.34 -0.26  -0.28
O 2.38 0.11 -2.16  -0.16
H 4.09 1.20 -2.76  0.48
H 2.55 1.97 -2.90  0.25
H 3.82 2.88 -1.22  0.44
H 3.95 1.44 -0.18  0.35
H 2.28 3.04 0.37  0.18
H 2.74 -0.57 -2.73  0.17
C -1.02 1.99 -3.68  -0.41
C -0.15 0.89 -4.27  -0.20
O -0.42 -0.32 -3.55  -0.23
O -0.46 2.45 -2.48  -0.21
H -2.02 1.57 -3.55  0.00
H -1.12 2.87 -4.31  0.55
H 0.91 1.12 -4.15  -0.07
H -0.31 0.65 -5.32  0.43
H 0.15 -1.06 -3.79  0.21
H -0.15 3.36 -2.51  0.17

---

[2]
Here is a molecular structure, C5H13NO2 at a distorted geometry from the Open Molecules 2025 dataset. Energies are from wB97M-V/def2-TZVPD.

The value obtained for the energy relative to the best compared isomer or geometry (same formula, charge and spin) is 261.5 kJ/mol. The HOMO energy comes out at -10.51 eV. Its net charge is 0. As for the calculated total energy: -403.47702 Eh. The value obtained for the orbital gap is 11.3 eV.

Last column: Mulliken charge in e.
Element x y z (Å)
C -0.69 1.06 1.13  0.25
C -1.86 0.20 0.67  -1.09
C -0.88 1.62 2.53  -1.36
H 0.23 0.47 1.09  0.06
H -0.55 1.89 0.42  0.24
H -0.99 0.81 3.26  0.34
H -2.01 -0.64 1.35  0.30
H -2.79 0.77 0.66  0.36
H -1.70 -0.21 -0.33  0.20
H -0.03 2.24 2.84  0.35
H -1.78 2.24 2.59  0.34
C 1.64 0.40 -1.56  -0.62
C 0.47 -2.06 -1.76  0.64
N 1.48 -2.85 -1.75  -0.62
O 1.47 -0.82 -0.84  -0.56
O -0.57 -1.70 -2.16  -0.42
H 1.40 -3.85 -1.85  0.23
H 2.15 -1.71 -1.07  0.49
H 2.22 1.10 -0.96  0.26
H 2.14 0.22 -2.52  0.35
H 0.65 0.82 -1.75  0.25

---

[3]
Here is a single C11H13FOSe molecule at a distorted geometry from the Open Molecules 2025 dataset. Energies are from wB97M-V/def2-TZVPD.

The HOMO energy comes out at -7.83 eV. Its net charge is 0. As for the calculated total energy: -3003.31412 Eh. The value obtained for the orbital gap is 7.9 eV.

Last column: Mulliken charge in e.
Element x y z (Å)
C 3.68 -0.93 -2.08  -0.70
C 2.85 -1.69 -1.27  -0.26
C 3.17 0.28 -2.58  -0.25
C 1.53 -1.35 -0.98  -0.45
C 1.80 0.64 -2.41  -0.50
C 1.00 -0.18 -1.61  0.64
C -2.98 0.21 1.26  -0.83
C -2.68 -1.05 0.32  -0.32
C -2.04 0.45 2.42  -0.35
C -1.33 -0.94 -0.33  -0.48
C -0.10 1.72 1.80  -0.04
O -0.65 0.49 2.10  -0.31
F -0.02 2.54 2.95  -0.33
Se -0.81 0.45 -1.25  0.13
H 4.70 -1.16 -2.01  0.38
H 3.35 -2.60 -0.95  0.31
H 3.81 0.94 -3.27  0.25
H 0.82 -1.93 -0.42  0.40
H 1.47 1.54 -3.02  0.22
H -3.32 1.00 0.67  0.52
H -3.95 -0.10 1.69  0.34
H -2.64 -2.08 0.89  0.17
H -3.37 -1.15 -0.52  0.37
H -2.43 1.44 2.87  0.26
H -2.11 -0.40 3.05  0.37
H -0.66 2.38 1.10  0.29
H 0.91 1.48 1.59  0.19

---

[4]
Here is a single C5H12N2 molecule at a distorted geometry from the Open Molecules 2025 dataset. Energies are from wB97M-V/def2-TZVPD.

The value obtained for the energy relative to the best compared isomer or geometry (same formula, charge and spin) is 372.6 kJ/mol. The HOMO energy comes out at -6.92 eV. Its net charge is 0. As for the calculated total energy: -307.08744 Eh. The structure (SMILES) is N/C=C\CCCN. The value obtained for the orbital gap is 7.5 eV.

Last column: Mulliken charge in e.
Element x y z (Å)
N 2.30 0.25 2.48  -0.47
C 2.31 0.35 1.07  -0.40
C 1.23 0.30 0.24  -0.42
C 0.42 -0.74 -0.48  -0.24
C -0.69 -0.20 -1.38  -0.83
C -1.80 0.53 -0.62  -0.43
N -2.92 -0.34 -0.21  -0.65
H 1.92 -0.63 2.84  0.20
H 3.26 0.27 2.83  0.30
H 3.36 0.42 0.76  0.27
H 1.14 1.25 -0.32  0.21
H 1.13 -1.27 -1.13  0.29
H 0.05 -1.53 0.19  0.31
H -1.06 -0.94 -2.09  0.46
H -0.19 0.59 -1.96  0.31
H -1.41 1.08 0.24  0.34
H -2.14 1.28 -1.34  0.28
H -3.15 -0.94 -1.00  0.24
H -3.74 0.25 -0.12  0.24

---

> Which of these has the highest calculated total energy?

C5H12N2

---

> Among the records above, which one has the lowest calculated total energy?

C11H13FOSe